(1)
14
Properties=species:S:1:pos:R:3 method="wB97M-V/def2-TZVPD" energy_ha=-415.92280 homo_lumo_gap_ev=8.17 relative_energy_kj_mol=309.3 homo_ev=-7.666 lumo_ha=0.019 spin_multiplicity=1 largest_force_ev_per_a=8.90 total_charge=0
C 1.89835 0.11089 -1.63501
C 0.69372 -0.00267 -0.63606
C -0.42315 -0.36119 0.93112
C -1.33203 -0.12365 -0.01937
H 1.91921 1.17212 -2.16842
H 1.76350 -0.56333 -2.52526
H 2.86145 -0.07232 -0.99903
H 0.27055 -0.06153 2.82962
H -1.47591 -0.01668 2.70894
H -3.30460 0.09418 -0.54795
N 0.81682 -0.37355 0.64164
N -0.53836 -0.32302 2.35665
O -2.57124 0.49423 0.19473
O -0.57832 0.02653 -1.13159



(2)
9
Properties=species:S:1:pos:R:3 method="wB97M-V/def2-TZVPD" energy_ha=-317.36260 homo_lumo_gap_ev=10.52 relative_energy_kj_mol=445.6 homo_ev=-10.206 lumo_ha=0.011 spin_multiplicity=1 largest_force_ev_per_a=6.82 total_charge=0
C -0.96671 -0.31671 -0.02713
N 0.36183 0.23899 -0.06566
C 1.51902 -0.85278 -0.00681
N 2.28278 -1.69225 -0.01719
N 0.87057 1.42568 -0.02102
O 0.11636 2.40066 0.06296
H -1.36562 -0.55196 -0.96087
H -1.06697 -1.06394 0.73775
H -1.75126 0.41232 0.29797



(3)
77
Properties=species:S:1:pos:R:3 method="wB97M-V/def2-TZVPD" energy_ha=-2623.89166 homo_lumo_gap_ev=6.99 relative_energy_kj_mol=43.1 homo_ev=-7.182 lumo_ha=-0.007 spin_multiplicity=1 largest_force_ev_per_a=0.41 total_charge=0
Cd 0.75624 0.52335 -0.22915
N 0.13412 5.09047 -0.32426
C 1.49630 5.27806 -0.24936
C 2.04629 4.03856 -0.35856
N 1.05501 3.09948 -0.50355
C -0.07621 3.75946 -0.47269
C -1.35966 3.08193 -0.54633
N -1.44382 1.78110 -0.66718
C -2.78159 1.48047 -0.63855
C -3.50915 2.62277 -0.50469
N -2.58877 3.64572 -0.44936
H -0.55692 5.81989 -0.28124
H 1.93045 6.25140 -0.11581
H 3.08176 3.75036 -0.33894
H -3.11768 0.46064 -0.69880
H -4.56626 2.80181 -0.44357
H -2.80791 4.61857 -0.32266
C 5.40884 -0.84545 -0.23330
C 3.93262 -0.58178 -0.37701
N 3.36660 0.56850 -0.41241
O 4.14101 1.72490 -0.34161
C 3.05231 -1.76755 -0.46654
C 3.55715 -3.17565 -0.40620
N 1.78405 -1.52942 -0.56185
O 0.96356 -2.53308 -0.58379
H 6.01908 0.02214 0.00942
H 5.80018 -1.27874 -1.15494
H 5.56973 -1.56914 0.56422
H 5.07793 1.48072 -0.30444
H 4.62278 -3.25217 -0.60615
H 3.00842 -3.77991 -1.12886
H 3.34935 -3.61869 0.57185
N 0.10904 0.58833 7.33384
C 0.19116 0.58318 6.18754
C 0.29452 0.57665 4.75119
C -0.42394 1.49932 3.99589
C -0.31118 1.48445 2.61397
C 0.50327 0.57211 1.93746
C 1.20653 -0.34270 2.72893
C 1.11454 -0.35058 4.11248
H -1.06456 2.21448 4.49677
H -0.89100 2.21184 2.05193
H 1.84493 -1.08303 2.25563
H 1.66734 -1.06981 4.70353
C -1.90594 0.71234 -3.95412
O -0.56435 1.19630 -3.91485
P 0.58640 0.32859 -3.18103
O 1.89274 0.94380 -3.90801
C 2.46060 2.17389 -3.47156
O 0.44431 -1.01319 -4.04650
C 1.22275 -2.18394 -3.76719
H -2.46441 1.38829 -4.59826
H -2.34883 0.70815 -2.95798
H -1.93747 -0.29358 -4.37113
H 3.39103 2.30324 -4.02102
H 2.67415 2.15077 -2.40452
H 1.79134 3.00609 -3.69678
H 0.96769 -2.90552 -4.53880
H 0.98549 -2.58262 -2.78221
H 2.28618 -1.94930 -3.83387
C -3.80304 -2.27485 -0.60259
Te -1.65596 -2.22678 -0.92089
C -1.63172 -2.02037 1.20307
C -2.90037 -2.66745 1.69103
C -3.02422 -3.14057 2.99240
C -4.19964 -3.74287 3.41507
C -5.26186 -3.87820 2.53254
C -5.14442 -3.40581 1.23396
C -3.97213 -2.79444 0.80297
H -4.28117 -2.92602 -1.33246
H -4.24324 -1.27993 -0.70228
H -1.59826 -0.95707 1.44958
H -0.73175 -2.48814 1.59390
H -2.18996 -3.04042 3.67575
H -4.28194 -4.11593 4.42750
H -6.17659 -4.35986 2.85229
H -5.97187 -3.51752 0.54315



(4)
11
Properties=species:S:1:pos:R:3 method="wB97M-V/def2-TZVPD" energy_ha=-519.57005 homo_lumo_gap_ev="6.41 / 8.20" relative_energy_kj_mol=189.5 homo_ev="-5.534 / -11.086" lumo_ha="0.032 / -0.106" spin_multiplicity=3 largest_force_ev_per_a=5.46 total_charge=0
C 0.82133 1.19432 -0.19749
C 0.59899 1.80788 -1.43383
O 1.25750 1.29367 0.84845
O -0.21377 -0.63222 -0.43217
Si 0.29351 -2.08545 0.22391
H 1.36468 1.55982 -2.18877
H -0.35824 1.43640 -2.00127
H 0.62234 2.86764 -1.39076
H 1.36896 -2.60110 -0.61230
H -0.97983 -3.05687 0.21048
H 0.64716 -2.05703 1.76141



(5)
14
Properties=species:S:1:pos:R:3 method="wB97M-V/def2-TZVPD" energy_ha=-469.32313 homo_lumo_gap_ev=11.27 relative_energy_kj_mol=153.9 homo_ev=-15.657 lumo_ha=-0.161 spin_multiplicity=1 largest_force_ev_per_a=3.77 total_charge=+1
C -0.01363 2.04605 0.03667
O 0.47938 0.75272 -0.06290
C -0.33042 -0.28584 0.01911
N 0.04614 -1.51154 0.08684
N 1.53536 -1.91274 0.05266
N -1.92514 -0.15112 -0.05864
O -2.50859 -0.20459 0.96347
O -2.28706 0.09241 -1.15850
H -0.98854 2.04154 0.52046
H -0.14975 2.40958 -0.89620
H 0.74355 2.70274 0.45907
H 1.97550 -1.49621 0.89281
H 1.43627 -2.97236 0.08009
H 1.98693 -1.51065 -0.93495



(6)
7
Properties=species:S:1:pos:R:3 method="wB97M-V/def2-TZVPD" energy_ha=-567.93108 homo_lumo_gap_ev=8.62 relative_energy_kj_mol=445.5 homo_ev=-9.251 lumo_ha=-0.023 spin_multiplicity=1 largest_force_ev_per_a=5.09 total_charge=0
C -0.86401 0.15689 0.11086
N 1.02987 -0.21026 -0.02989
O 1.20073 -1.42636 -0.03958
S 2.02670 0.98651 0.07938
H -1.36410 -0.77502 0.27854
H -0.86752 0.16348 -0.92703
H -1.16166 1.10476 0.52771



(7)
22
Properties=species:S:1:pos:R:3 method="wB97M-V/def2-TZVPD" energy_ha=-2574.52076 homo_lumo_gap_ev=2.83 relative_energy_kj_mol=0.0 homo_ev=-21.181 lumo_ha=-0.674 spin_multiplicity=1 largest_force_ev_per_a=8.90 total_charge=+4
Bi 1.83199 -0.42071 -4.75317
Sc -1.17240 0.31848 -0.81253
Cl 0.10499 -1.40458 -3.07008
Cl -2.41913 2.15093 -1.18881
C 0.71891 1.19460 -1.11423
C 0.64887 -2.17918 -5.81171
C 0.74850 1.20098 -6.22395
O 1.74533 1.71839 -1.27467
O -0.07912 -3.07437 -5.72188
O 0.71533 2.23078 -6.72795
N 0.33190 -0.20419 6.46675
C 0.13729 -0.20004 5.31365
C -0.11034 -0.18185 3.88323
C 0.96035 -0.28630 2.99136
C 0.72210 -0.23648 1.62835
N -0.54818 -0.07855 1.14795
C -1.60331 0.00919 2.01322
C -1.40036 -0.04042 3.38107
H 1.98384 -0.38331 3.36048
H 1.52104 -0.31031 0.88452
H -2.59768 0.12727 1.56804
H -2.23992 0.04967 4.06036